Record 1
Entry from the OMol25 dataset: an isolated ion of composition C6H12NO and charge +1 (the ωB97M-V functional and the def2-TZVPD basis).

Each atom is followed by the atoms it is bonded to, with distances in Å.
Atoms and positions in Å:
1 N 2.5805 0.0113 0.3266  C2 1.523, H9 0.997, H10 1.017, H11 1.025
2 C 2.0087 -1.3332 0.7565  N1 1.523, C3 1.500, H12 1.086, H13 1.090
3 C 0.7797 -1.7356 -0.0033  C2 1.500, C4 1.502, H14 1.092, H15 1.098
4 C -0.4219 -0.8599 0.2108  C3 1.502, C5 1.340, H16 1.093
5 C -0.9795 0.0926 -0.5493  C4 1.340, C6 1.439, H17 1.089
6 C -2.1136 0.8746 -0.1333  C5 1.439, C7 1.338, H18 1.083
7 C -2.5873 1.9054 -0.8423  C6 1.338, O8 1.341, H19 1.086
8 O -3.6647 2.5642 -0.3925  C7 1.341, H20 0.966
9 H 2.9608 -0.1781 -0.5750  N1 0.997
10 H 3.3683 0.2523 0.9236  N1 1.017
11 H 1.8090 0.6692 0.1747  N1 1.025
12 H 2.7983 -2.0790 0.7684  C2 1.086
13 H 1.8059 -1.2351 1.8229  C2 1.090
14 H 0.9257 -2.0028 -1.0524  C3 1.092
15 H 0.4985 -2.6677 0.5041  C3 1.098
16 H -0.7630 -0.9073 1.2482  C4 1.093
17 H -0.6039 0.1755 -1.5686  C5 1.089
18 H -2.5607 0.6870 0.8354  C6 1.083
19 H -2.0368 2.3270 -1.6787  C7 1.086
20 H -3.8040 3.4394 -0.7758  O8 0.966

As for the structure (SMILES): [NH3+]CC/C=C/C=C/O. Its HOMO energy is -0.415 Eh. Its multiplicity is 1. For the gap between HOMO and LUMO, the calculation gives 0.28550 Ha. Its total energy is -9946.26260 eV. The calculation puts the maximum force at 1.67 eV/Å. As for the total charge: +1.

Record 2
Entry from the OMol25 dataset: a 2-piece molecular cluster, C6H12NO overall (the ωB97M-V functional and the def2-TZVPD basis).

Each atom is followed by the atoms it is bonded to, with distances in Å.
Atoms and positions in Å:
1 C -1.8903 0.7368 -2.0841  C5 1.311, O8 1.189
2 C -0.1021 0.4294 0.5787  C3 1.470, C4 1.560, H9 1.159, H10 1.137
3 C 0.8177 -0.3874 1.3840  C2 1.470, C4 1.491, C6 1.509, H11 1.120
4 C 0.7901 -0.6679 -0.0802  C2 1.560, C3 1.491, N7 1.465, H13 1.094
5 C -2.6325 1.8039 -1.9111  C1 1.311, H12 0.983, H14 1.093
6 C 2.0548 0.1929 2.0254  C3 1.509, H15 1.134, H16 1.074, H17 1.150
7 N 0.0147 -1.7921 -0.6108  C4 1.465, H18 1.015, H19 1.013, H20 1.031
8 O -1.4097 -0.3298 -2.2964  C1 1.189
9 H -1.2599 0.4798 0.6005  C2 1.159
10 H 0.3515 1.4556 0.3921  C2 1.137
11 H 0.3932 -1.1015 2.1348  C3 1.120
12 H -3.5627 1.8400 -1.5960  C5 0.983
13 H 1.7256 -0.3407 -0.5432  C4 1.094
14 H -2.0905 2.7351 -2.0967  C5 1.093
15 H 2.7204 -0.5352 2.5852  C6 1.134
16 H 1.6854 0.9335 2.7104  C6 1.074
17 H 2.6773 0.5706 1.1357  C6 1.150
18 H 0.7486 -2.2481 -1.1442  N7 1.015
19 H -0.6128 -1.3928 -1.2990  N7 1.013
20 H -0.4188 -2.3821 0.1149  N7 1.031

Its HOMO energy is -0.493 Eh. Its multiplicity is 1. For the gap between HOMO and LUMO, the calculation gives 0.37762 Ha. Its total energy is -9944.71809 eV. The calculation puts the maximum force at 6.32 eV/Å. As for the total charge: +1.

Record 3
Entry from the OMol25 dataset: an isolated ion of composition C6H12NO and charge +1 (the ωB97M-V functional and the def2-TZVPD basis).

Each atom is followed by the atoms it is bonded to, with distances in Å.
Atoms and positions in Å:
1 C -0.2340 2.0856 1.6853  C2 1.332, H9 1.083, H10 1.077
2 C -0.2398 0.8314 1.2365  C1 1.332, C3 1.492, C4 1.533
3 C -1.0940 -0.2353 1.8360  C2 1.492, H11 1.082, H12 1.095, H13 1.096
4 C 0.7420 0.4383 0.1267  C2 1.533, C5 1.514, H14 1.099, H15 1.093
5 C 0.1268 -0.3024 -1.0421  C4 1.514, N6 1.512, C7 1.536, H16 1.094
6 N 0.9825 -0.3448 -2.2885  C5 1.512, H17 1.023, H18 1.018, H19 1.037
7 C -0.3043 -1.7411 -0.7214  C5 1.536, O8 1.194, H20 1.101
8 O 0.5646 -2.5433 -0.5580  C7 1.194
9 H -1.0389 2.4879 2.2873  C1 1.083
10 H 0.4101 2.8107 1.2172  C1 1.077
11 H -0.9874 -0.3080 2.9106  C3 1.082
12 H -0.8161 -1.2338 1.4830  C3 1.095
13 H -2.1563 -0.2104 1.5692  C3 1.096
14 H 0.9674 1.4459 -0.2501  C4 1.099
15 H 1.6120 -0.1045 0.5036  C4 1.093
16 H -0.7857 0.1836 -1.4003  C5 1.094
17 H 1.8622 0.1757 -2.3167  N6 1.023
18 H 0.4030 -0.1956 -3.1125  N6 1.018
19 H 1.3711 -1.3019 -2.3814  N6 1.037
20 H -1.3853 -1.9381 -0.7844  C7 1.101

As for the structure (SMILES): C=C(C)C[C@@H]([NH3+])C=O. Its HOMO energy is -0.484 Eh. Its multiplicity is 1. For the gap between HOMO and LUMO, the calculation gives 0.33455 Ha. Its total energy is -9945.79603 eV. The calculation puts the maximum force at 2.06 eV/Å. As for the total charge: +1.

Record 4
Entry from the OMol25 dataset: an isolated ion of composition C6H12NO and charge +1 (the ωB97M-V functional and the def2-TZVPD basis).

Each atom is followed by the atoms it is bonded to, with distances in Å.
Atoms and positions in Å:
1 C 2.7957 -1.4830 -0.3933  O2 1.436, H9 1.101, H10 1.098, H11 1.143
2 O 1.8571 -0.5593 0.1799  C1 1.436, C3 1.411
3 C 0.4764 -0.7505 -0.0409  O2 1.411, C4 1.692, C7 1.494, H12 1.116
4 C -0.2005 0.0117 -1.3908  C3 1.692, N5 1.460, H13 1.099, H14 1.033
5 N -1.0258 0.7090 -0.4093  C4 1.460, C6 1.394, C7 1.295
6 C -1.9903 1.6963 -0.6046  N5 1.394, H15 1.147, H16 1.121, H17 1.140
7 C -0.4635 0.1926 0.6367  C3 1.494, N5 1.295, C8 1.395
8 C -0.9264 0.2186 1.9526  C7 1.395, H18 1.025, H19 1.056, H20 1.200
9 H 2.5435 -2.5481 -0.2773  C1 1.101
10 H 3.6038 -1.2000 0.2937  C1 1.098
11 H 3.1863 -1.2754 -1.4470  C1 1.143
12 H 0.1095 -1.7784 0.1929  C3 1.116
13 H 0.6422 0.5982 -1.7828  C4 1.099
14 H -0.8099 -0.4740 -2.0687  C4 1.033
15 H -2.2940 2.1383 0.4096  C6 1.147
16 H -2.8801 1.2592 -1.1285  C6 1.121
17 H -1.5936 2.5656 -1.2258  C6 1.140
18 H -1.9185 -0.0183 2.0585  C8 1.025
19 H -0.8207 1.1868 2.3609  C8 1.056
20 H -0.2910 -0.4892 2.6843  C8 1.200

As for the structure (SMILES): CO[C@@H]1C[N+](C)=C1C. Its HOMO energy is -0.522 Eh. Its multiplicity is 1. For the gap between HOMO and LUMO, the calculation gives 0.36121 Ha. Its total energy is -9944.92335 eV. The calculation puts the maximum force at 5.49 eV/Å. As for the total charge: +1.